# 1
Entry from the OMol25 dataset: the molecule C8H15NO at a distorted geometry (ωB97M-V/def2-TZVPD).

Calculated values
HOMO: -7.637 eV
lowest unoccupied orbital energy: 0.51 eV
electronic energy: -443.70710 hartree
multiplicity: 1
gap between HOMO and LUMO: 8.1 eV

```
25
C8H15NO (ωB97M-V/def2-TZVPD)
C -0.90323 -0.15659 -0.42340
C 0.52975 1.41826 0.93052
C -0.79689 -0.74994 -1.82272
C -2.02241 0.87569 -0.39074
C -1.07726 -1.22605 0.64047
C 0.67050 0.72150 -0.33520
N 1.27165 1.20613 2.01786
C 1.81294 -0.23976 -0.53025
C 2.27530 -1.17304 0.29926
O 0.69235 1.83979 -1.03460
H -0.29800 2.10220 1.07274
H 1.15115 1.79696 2.82819
H 2.12104 0.66578 1.91993
H 2.31052 -0.06271 -1.47660
H -0.06103 -1.55376 -1.86413
H -1.76452 -1.16647 -2.11914
H -0.50576 0.03283 -2.52591
H -1.74347 1.74163 -0.99354
H -2.93775 0.44663 -0.80735
H -2.25460 1.20609 0.62420
H -0.29350 -1.98084 0.58359
H -1.07609 -0.80423 1.64867
H -2.03040 -1.74306 0.48881
H 3.11570 -1.79429 0.01880
H 1.81398 -1.40273 1.25052
```

---

# 2
Entry from the OMol25 dataset: a cluster of 2 separate species, C8H15NO in total at a distorted geometry (ωB97M-V/def2-TZVPD).

Calculated values
HOMO: -9.781 eV
lowest unoccupied orbital energy: 0.91 eV
electronic energy: -443.73120 hartree
multiplicity: 1
SMILES: [H]/N=C(\OC)C(C)C.C#CC
gap between HOMO and LUMO: 10.7 eV

```
25
C8H15NO (ωB97M-V/def2-TZVPD)
C -0.09941 1.07960 1.60235
C 0.49390 0.28775 2.76976
C 0.99050 1.83917 0.84748
C -0.84232 0.13141 0.69658
N -2.05307 0.29411 0.43843
H -0.84362 1.78782 1.97343
H 1.21369 -0.44049 2.40330
H 1.74918 1.14456 0.48992
H -0.28989 -0.23217 3.31695
H 0.99581 0.96368 3.45948
H 0.56704 2.36423 -0.00750
H 1.46644 2.56164 1.50830
C -0.58223 -2.10399 -0.13371
C 1.20388 -0.24194 -2.60841
C -0.24168 -0.18382 -2.56211
C -1.43640 -0.06733 -2.67460
O -0.00155 -0.85749 0.19490
H -1.22510 -2.01298 -1.01648
H -1.15909 -2.50916 0.70711
H 0.24957 -2.77316 -0.36154
H 1.55327 -1.23413 -2.32359
H 1.62343 0.49055 -1.92361
H 1.55318 -0.01940 -3.61704
H -2.44772 0.09331 -2.92021
H -2.43780 -0.36179 -0.25919
```